No. 1
29
Properties=species:S:1:pos:R:3:mulliken_charge:R:1 method="wB97M-V/def2-TZVPD" total_charge=+1 homo_energy_ev="-11.693 / -11.693"
Rh -0.7977 -0.9128 -0.9954 0.3797
Cl -0.9125 -3.0232 -2.3873 -0.0936
C 0.7673 -2.4238 -2.4804 1.0038
C 0.9421 -1.2732 -1.7539 -0.4188
C 2.1791 -0.6603 -1.6946 0.1685
Cl 2.3703 0.7681 -0.7698 -0.1470
C 3.2348 -1.2401 -2.4017 0.1363
Cl 4.7775 -0.5095 -2.3629 -0.1419
C 3.0343 -2.4200 -3.1391 0.5336
Cl 4.3323 -3.1211 -3.9928 -0.1267
C 1.7783 -3.0402 -3.1870 -0.1782
Cl 1.4863 -4.4737 -4.0623 -0.1502
Br -2.8854 3.6210 -1.5512 -0.0762
C -2.2914 2.7491 -0.0103 -0.3780
C -2.4097 3.3789 1.2509 -0.3311
C -1.9710 2.7793 2.3965 -0.2536
Br -2.1463 3.6716 4.0414 -0.1619
C -1.3773 1.4882 2.3518 0.6738
C -0.8457 0.7622 3.4314 -0.4394
C -0.2734 -0.4702 3.2211 -0.8524
C -0.2318 -1.0055 1.9336 -0.2730
N -0.7531 -0.3565 0.9053 -0.1693
C -1.3021 0.8837 1.0872 -0.1211
C -1.7440 1.4969 -0.0913 1.6145
O -1.5881 0.7880 -1.2272 -0.8682
H -2.8538 4.3636 1.2929 0.4456
H -0.8825 1.1863 4.4262 0.3750
H 0.1500 -1.0357 4.0377 0.4078
H 0.2134 -1.9711 1.7313 0.4421

---

No. 2
78
Properties=species:S:1:pos:R:3:mulliken_charge:R:1 method="wB97M-V/def2-TZVPD" total_charge=0 smiles=NC[C@H](O)CBC[C@H]1CO1.CO.CO.CO.CO.CO.CO.CO.CO.CO homo_energy_ev=-9.664
N -0.2600 3.8886 -2.2897 -0.7485
C -0.8594 2.5506 -2.3052 -0.2471
C 0.1845 1.4378 -2.1143 0.6714
O 0.0165 0.4291 -3.1126 -0.6910
C 0.1677 0.8314 -0.6993 -0.4945
B 1.4917 0.8887 0.1211 0.2809
C 1.6525 0.3472 1.5863 -0.7565
C 0.3935 0.4444 2.3987 0.1475
C -0.6952 -0.5003 2.1396 -0.3756
O 0.1519 -0.5968 3.3268 -0.5755
H 0.3561 4.0046 -3.0848 0.2236
H -0.9736 4.6046 -2.3712 0.2043
H -1.3809 2.3449 -3.2466 0.2702
H -1.5899 2.4812 -1.4948 0.1896
H 1.1742 1.8617 -2.3103 -0.0008
H -0.8915 0.1018 -3.0423 0.3557
H -0.6525 1.2569 -0.1047 0.0158
H -0.0758 -0.2391 -0.7907 0.1537
H 2.4621 1.3471 -0.4144 -0.1642
H 1.9061 -0.7172 1.5695 0.2263
H 2.4297 0.9202 2.0981 0.2594
H 0.1151 1.4574 2.7070 0.4203
H -0.5299 -1.3070 1.4321 0.1705
H -1.7108 -0.2988 2.4585 0.3406
C 3.3571 -3.4511 0.3506 -0.8060
O 2.4421 -2.4174 -0.0368 -0.2640
H 2.8785 -3.9957 1.1611 0.3276
H 3.5575 -4.1384 -0.4737 0.2746
H 4.3038 -3.0390 0.6965 0.3259
H 2.8481 -1.9214 -0.7549 0.1942
C -0.4332 -2.4448 6.1822 -0.5211
O -1.3242 -1.4037 5.8255 -0.5343
H -0.8477 -2.9315 7.0637 0.2514
H -0.3335 -3.1905 5.3880 0.2266
H 0.5624 -2.0658 6.4311 0.2248
H -0.9622 -0.9693 5.0444 0.4208
C -3.8111 0.1090 -1.1947 -0.3670
O -3.1700 -0.1457 -2.4414 -0.4036
H -3.0446 0.0866 -0.4220 -0.0320
H -4.2903 1.0918 -1.1919 0.3155
H -4.5626 -0.6511 -0.9826 0.2438
H -3.8522 -0.1395 -3.1192 0.2558
C 7.3736 -4.9307 0.2122 -0.5455
O 6.5247 -3.8738 -0.2163 -0.4305
H 6.8547 -5.4404 1.0209 0.2123
H 7.5647 -5.6513 -0.5871 0.2634
H 8.3286 -4.5595 0.5921 0.2588
H 6.9631 -3.4044 -0.9311 0.2663
C -5.2145 -3.3457 -1.5875 -0.4825
O -5.9192 -2.3212 -2.2904 -0.4999
H -4.5337 -2.8560 -0.8963 0.1695
H -5.8996 -3.9803 -1.0208 0.3038
H -4.6302 -3.9642 -2.2722 0.2484
H -6.5080 -2.7553 -2.9132 0.2875
C 0.1045 -5.1188 -1.5597 -0.5901
O 0.0590 -4.2288 -0.4605 -0.4562
H -0.7285 -5.8106 -1.4465 0.2323
H -0.0071 -4.6000 -2.5169 0.2590
H 1.0317 -5.7007 -1.5818 0.2510
H 0.7917 -3.6061 -0.5408 0.2772
C 4.4701 3.3168 -3.2292 -0.5094
O 4.3590 2.0095 -2.6888 -0.4553
H 4.9386 3.9332 -2.4654 0.2265
H 5.0940 3.3403 -4.1270 0.2778
H 3.4929 3.7472 -3.4674 0.1778
H 3.9408 1.4440 -3.3439 0.2698
C -1.2195 4.4614 1.4764 -0.6154
O -1.7375 4.9498 0.2467 -0.5234
H -1.6762 5.0429 2.2736 0.2993
H -1.4609 3.4047 1.6319 0.2218
H -0.1350 4.5880 1.5313 0.3028
H -1.3226 4.4408 -0.4587 0.3002
C -4.6636 5.9323 2.2669 -0.4817
O -4.3369 6.4051 0.9759 -0.5044
H -5.2415 6.7144 2.7561 0.2544
H -5.2735 5.0236 2.2366 0.2304
H -3.7766 5.7337 2.8768 0.1731
H -3.8074 5.7387 0.5214 0.3218

---

No. 3
88
Properties=species:S:1:pos:R:3:mulliken_charge:R:1 method="wB97M-V/def2-TZVPD" total_charge=0 homo_energy_ev=-10.103
C 32.2710 20.0920 30.0470 -1.6348
C 33.8130 20.1240 30.0410 0.2300
C 34.3380 20.6120 31.4260 -0.7284
C 33.7710 19.7730 32.5330 -2.7173
N 34.1750 19.8770 33.9860 0.8302
C 35.6480 19.6500 34.2000 -1.1181
C 35.8530 18.0760 34.2640 -0.7392
C 34.7170 17.7920 35.2210 -0.6740
C 33.5560 18.8060 34.7540 -0.3882
C 33.9350 21.3010 34.5650 -0.8186
C 32.4600 21.6570 34.4280 0.3797
C 32.0950 23.0800 34.9820 -1.4279
H 31.8530 20.2260 29.0550 0.3981
H 31.7720 20.7330 30.7740 0.3186
H 32.0650 19.1060 30.3210 0.4568
H 33.7960 20.9060 29.3950 0.4404
H 34.4560 19.2210 29.7750 -0.0214
H 34.0070 21.7330 31.6920 0.1011
H 35.4460 20.6400 31.5730 0.3190
H 34.0190 18.8850 32.5070 1.3731
H 32.7210 19.6590 32.6300 1.1719
H 36.1090 20.1530 34.9620 0.5855
H 36.1650 19.7920 33.4270 0.5461
H 36.7470 17.7330 34.7400 0.4326
H 35.7540 17.6900 33.3440 0.2997
H 35.0760 18.0900 36.2730 0.3227
H 34.3500 16.7280 35.2310 0.3914
H 33.2380 19.0860 35.7480 0.3105
H 32.8280 18.1860 34.0900 0.2727
H 34.5650 22.1310 33.8950 0.3134
H 34.3410 21.4460 35.5830 0.5290
H 31.8370 20.9450 35.0690 0.2560
H 32.0930 21.3530 33.3020 -0.0733
H 32.5000 23.9030 34.4190 0.3797
H 32.2980 23.3530 36.0790 0.3123
H 31.0540 23.2970 34.8960 0.4208
O 40.8660 18.5000 23.6170 -0.9063
C 39.9500 18.8900 24.4680 0.8993
O 39.3820 18.1520 25.1910 -0.2982
B 38.3340 18.9730 25.8160 1.4181
O 38.5330 20.3470 25.3140 -0.3927
C 39.4520 20.2720 24.4440 0.3358
O 39.6570 21.1850 23.7560 -0.7446
O 38.4430 18.8250 27.3690 -0.3642
C 37.3360 18.4760 27.8120 0.2843
O 36.9780 18.6990 28.9660 -0.6038
C 36.4980 18.2040 26.7370 0.4175
O 37.0410 18.3990 25.6200 -0.7592
O 35.1840 18.0720 26.8400 -0.7567
O 34.4870 15.6800 25.4500 -0.6450
H 34.2620 16.3660 26.0470 0.2668
H 34.5920 16.2090 24.6370 0.3715
O 39.4240 14.9120 25.2570 -0.6152
H 39.3710 15.3300 24.3960 0.3821
H 38.5790 15.0080 25.6460 0.2990
O 35.8810 16.7670 30.5660 -0.5975
H 36.0890 16.3450 29.8120 0.2679
H 36.1940 17.7190 30.4570 0.4500
O 39.5470 18.1240 30.3750 -0.6441
H 39.7980 17.3140 30.0100 0.2903
H 38.7900 18.5380 29.9960 0.3269
O 37.8980 23.3250 24.0560 -0.5893
H 37.5740 23.4730 23.2500 0.2856
H 38.4480 22.5500 23.7720 0.3646
O 32.4420 17.6230 26.9220 -0.6559
H 33.4600 17.8600 27.0910 0.5831
H 31.9940 18.3150 26.5550 0.2558
O 41.4920 23.7510 22.7990 -0.6538
H 41.2290 24.2720 23.5780 0.3148
H 40.9540 22.8760 22.8820 0.3815
O 41.9200 19.0210 27.4230 -0.6306
H 41.5300 18.1870 26.9780 0.3159
H 42.4800 19.2880 26.6020 0.3231
O 35.1440 17.6470 23.5360 -0.6008
H 35.5760 18.0670 24.2000 0.4438
H 34.9670 18.3870 23.0450 0.3113
O 39.8200 16.0860 22.6570 -0.9134
H 39.8050 16.9510 23.0870 0.3246
H 39.0910 16.2210 22.0120 0.3357
O 41.2950 17.3540 20.4680 -0.6333
H 40.9870 16.8330 21.3130 0.3329
H 42.2110 17.3910 20.9450 0.3292
O 37.4210 22.0620 28.0480 -0.5766
H 36.8110 22.9140 28.1300 0.3133
H 36.8510 21.5170 27.4970 0.2468
O 43.5140 18.7830 24.2740 -0.5238
H 42.6740 18.6390 23.9600 0.3423
H 43.8900 18.9930 23.5800 0.2410

---

No. 4
75
Properties=species:S:1:pos:R:3:mulliken_spin:R:1 method="wB97M-V/def2-TZVPD" total_charge=-1 spin_multiplicity=2 homo_energy_ev="0.495 / -7.329"
O 2.0293 3.2677 -0.7756 0.1151
H 2.9624 3.3556 -0.9701 -0.1819
H 1.9127 2.3394 -0.5730 0.2492
O -2.0000 3.5186 2.3957 -0.3200
H -1.4108 4.0506 1.8609 0.1112
H -2.2001 4.0693 3.1526 0.0404
O -2.5556 -2.6120 2.4737 -0.0424
H -1.7721 -3.1154 2.6951 -0.0083
H -2.2405 -1.9220 1.8900 0.0075
O -1.1082 -2.7545 -2.3089 -0.0600
H -0.6318 -2.0677 -1.8424 0.0317
H -1.6163 -2.2864 -2.9715 -0.0123
O -4.3380 2.3894 3.2920 0.0693
H -3.4016 2.4330 3.0983 0.0802
H -4.3806 2.1628 4.2210 0.0397
C -1.6098 3.1152 -1.9018 0.5457
C -2.1864 2.0184 -2.8319 -0.0345
C -2.6607 2.6051 -4.1390 0.0842
O -1.2332 1.0100 -2.9266 -0.0304
H -1.6964 2.9334 -0.8306 -0.1349
H -2.1313 4.0692 -1.9796 0.0083
H -0.5963 3.3147 -2.2500 -0.1347
H -3.0409 1.5727 -2.3227 -0.0013
H -3.4788 3.2557 -3.8298 -0.0088
H -2.9899 1.8292 -4.8301 0.0091
H -1.8150 3.1336 -4.5791 -0.0173
H -0.4646 1.3238 -3.4086 -0.0032
C -2.7515 -0.3500 5.4479 0.0007
C -3.4409 0.6220 6.3564 -0.0222
C -2.7103 1.8768 6.8144 0.0803
O -4.5917 1.0640 5.7097 -0.0191
H -3.3067 -0.6142 4.5479 0.0061
H -2.5429 -1.2670 5.9990 -0.0468
H -1.7534 -0.0412 5.1375 0.0632
H -3.7121 -0.0341 7.1835 -0.0097
H -3.2422 2.4356 7.5844 -0.0040
H -2.7190 2.6445 6.0406 0.0004
H -1.7156 1.7372 7.2377 -0.0127
H -5.0983 0.2552 5.6061 0.0086
C 0.9940 -0.6905 -4.5903 0.1845
C 2.0133 -1.5098 -5.2861 -0.1658
C 2.9365 -0.6519 -6.1564 0.1061
O 2.7960 -2.3332 -4.4426 -0.0195
H 0.6731 -1.1360 -3.6487 0.1035
H 0.1560 -0.5447 -5.2719 0.0457
H 1.4888 0.2335 -4.2910 -0.0400
H 1.4883 -2.2588 -5.8789 -0.0188
H 2.2216 -0.0001 -6.6585 0.0008
H 3.6115 -1.1996 -6.8140 -0.0133
H 3.6342 -0.0491 -5.5750 -0.0141
H 2.3473 -3.1604 -4.2529 0.0054
C -0.4750 0.6133 1.8465 0.3520
C -0.2523 0.0167 0.4316 -1.3700
C 0.8518 -1.0355 0.2543 0.5733
O -1.4610 -0.5912 0.1507 0.0476
H 0.3105 1.3684 1.8777 -0.1014
H -0.2640 -0.1120 2.6324 0.0073
H -1.4415 1.0732 2.0525 0.2087
H -0.2421 0.8758 -0.2392 0.3844
H 1.0362 -1.2364 -0.8010 0.0702
H 0.5528 -1.8582 0.9039 -0.0374
H 1.8000 -0.7212 0.6904 0.0535
H -2.1495 0.0680 0.0369 0.0434
C 3.9272 -3.4931 -0.9180 -0.0122
C 4.7582 -2.6536 0.1048 0.3171
C 6.0157 -3.3880 0.6537 -0.0005
O 5.1141 -1.4430 -0.3333 -0.2786
H 3.4937 -4.4252 -0.5553 -0.0462
H 4.5662 -3.9655 -1.6640 0.0001
H 3.0871 -2.9142 -1.3018 0.0442
H 4.1109 -2.5508 0.9757 0.0664
H 6.7377 -3.5168 -0.1527 0.0043
H 5.7861 -4.4145 0.9395 0.0041
H 6.4935 -2.8176 1.4501 -0.0501
H 5.5223 -0.9163 0.3578 0.0992

---

No. 5
75
Properties=species:S:1:pos:R:3:mulliken_charge:R:1 method="wB97M-V/def2-TZVPD" total_charge=0 smiles=CC(C)O.CC(C)O.CCO.CO.CO.CO.CO.CO.CO.CO homo_energy_ev=-9.655
C -5.9178 -0.1103 -1.3613 -0.9107
C -4.8273 0.5125 -0.4053 0.1426
C -4.8325 -0.3103 0.9336 -0.8210
O -3.5589 0.2964 -1.0199 -0.4346
H -6.7880 -0.1899 -0.7515 0.3902
H -5.4423 -1.0560 -1.6751 -0.0821
H -6.1149 0.4666 -2.2393 0.3705
H -4.9331 1.5485 -0.2259 0.4868
H -4.7213 -1.3727 0.6756 0.1334
H -5.7644 -0.1817 1.4991 0.3845
H -3.9171 -0.0630 1.5095 0.1585
H -2.9006 0.7923 -0.4597 0.2111
C 5.1757 1.2225 2.5377 -1.7125
C 3.7535 1.0764 2.1339 1.0217
C 2.8858 2.1712 2.7464 -0.7166
O 3.7512 1.2121 0.7359 -0.5734
H 5.2163 0.9389 3.5890 0.3897
H 5.4222 2.2282 2.4523 0.4316
H 5.8174 0.5571 1.9511 0.4149
H 3.3623 0.0639 2.3793 -0.1483
H 3.2615 3.1726 2.4810 0.3196
H 2.8132 2.0630 3.8313 0.3969
H 1.9476 2.0364 2.2323 -0.2197
H 2.8539 1.2724 0.3847 0.2034
C -0.2087 -2.9932 -3.2310 -0.4734
O 0.7850 -1.9947 -2.9208 -0.4960
H -1.2032 -2.6457 -2.8852 0.0531
H -0.2957 -3.1251 -4.2725 0.3336
H -0.0617 -3.9061 -2.7013 0.3139
H 1.6501 -2.3632 -3.0577 0.2448
C -2.2355 -1.9212 4.5138 -0.6486
O -2.3327 -0.9758 3.4480 -0.4357
H -2.4665 -1.5288 5.4576 0.2838
H -3.0381 -2.6521 4.3761 0.2314
H -1.2525 -2.3789 4.4485 0.2395
H -1.4874 -0.8482 3.0661 0.3719
C 1.4947 3.2523 -0.6796 -0.9266
O 1.2738 1.8695 -0.5046 -0.0728
H 1.5925 3.7431 0.2707 0.3284
H 2.3280 3.5068 -1.2834 0.2839
H 0.5996 3.7294 -1.0446 0.2914
H 1.0673 1.4420 -1.3826 0.1547
C -4.5401 -3.7014 -1.9554 -0.7287
O -3.4386 -2.8433 -2.1848 -0.4426
H -4.4068 -4.4291 -2.7894 0.2710
H -4.4937 -4.1353 -0.9857 0.2922
H -5.4719 -3.2879 -2.0866 0.2995
H -3.4837 -2.0596 -1.5701 0.2714
C 1.2463 1.0809 -4.1761 -0.8291
O 0.5145 0.6885 -3.0448 -0.4069
H 2.3226 0.9599 -4.0344 0.2463
H 0.9648 0.5461 -5.1042 0.2959
H 1.1337 2.1411 -4.3476 0.3165
H 0.5659 -0.2870 -3.0497 0.3230
C 5.1400 1.8686 -2.2347 -0.7803
O 4.4185 0.7947 -1.8167 -0.4543
H 6.2048 1.6963 -2.1713 0.3355
H 4.9972 2.0281 -3.3269 0.2701
H 4.9211 2.8621 -1.7561 0.2568
H 4.3967 0.8879 -0.8674 0.5029
C -0.9699 2.1711 2.0405 -0.6599
O -1.1875 1.8810 0.6967 -0.4448
H -0.4415 1.4297 2.6912 0.0940
H -0.5369 3.1893 2.1591 0.3253
H -1.9497 2.2022 2.5866 0.3266
H -0.2963 1.8841 0.2798 0.4038
C 1.5644 -1.7058 0.3780 -0.2096
C 1.1303 -2.2378 1.7063 -0.4650
O 0.4854 -1.3089 2.6465 -0.4749
H 0.7289 -1.2802 -0.1738 0.1426
H 1.9900 -2.4457 -0.3270 0.3439
H 2.2846 -0.8999 0.4709 -0.2148
H 1.9613 -2.6000 2.2316 0.3462
H 0.4028 -3.0604 1.6356 0.3636
H 1.0916 -0.5864 2.9275 0.1701

---

No. 6
79
Properties=species:S:1:pos:R:3:mulliken_charge:R:1 method="wB97M-V/def2-TZVPD" total_charge=-1 homo_energy_ev=-4.965
C -0.6541 2.4541 -1.5402 0.6410
C -0.5564 1.2514 -1.5964 -1.2356
Ga -0.0259 -0.6201 -2.1113 -0.1461
F -0.7870 -1.7340 -0.8108 -0.5566
C 1.9724 -0.7960 -2.1087 -0.2390
C 2.5855 0.1742 -3.1204 -1.1550
H -0.6775 3.5212 -1.5026 0.5237
H -0.6462 -0.9818 -3.5488 -0.3260
H 2.3016 -1.8229 -2.2468 0.4466
H 2.3095 -0.4857 -1.1221 -0.0391
H 2.0851 0.1479 -4.0864 0.3989
H 3.6484 -0.0243 -3.2746 0.3031
H 2.5225 1.1822 -2.7164 0.2054
C -4.4073 3.9284 -1.8875 -0.4599
O -3.2585 4.7548 -2.0766 -0.4654
H -4.0746 3.0066 -1.4188 0.1348
H -5.1329 4.4256 -1.2373 0.2437
H -4.8747 3.6957 -2.8484 0.3089
H -3.5486 5.5671 -2.4974 0.2505
C 5.2768 -0.4057 0.5466 -0.6370
O 4.8909 -0.5154 -0.8136 -0.4285
H 4.3732 -0.2391 1.1282 0.3029
H 5.7622 -1.3244 0.8882 0.2602
H 5.9591 0.4378 0.6974 0.2866
H 5.6788 -0.6637 -1.3422 0.2205
C 7.7676 -0.8008 3.0371 -0.4733
O 8.4503 -0.9317 1.7918 -0.5082
H 7.2847 -1.7500 3.2500 0.1060
H 8.4763 -0.5706 3.8373 0.3155
H 7.0060 -0.0194 2.9851 0.2666
H 8.8758 -0.0931 1.5993 0.2964
C -2.1229 -3.3000 2.2811 -0.6734
O -1.3990 -2.1920 1.7860 -0.4408
H -2.1380 -3.2361 3.3694 0.3246
H -3.1603 -3.2871 1.9185 0.2442
H -1.6629 -4.2513 1.9926 0.2462
H -1.3945 -2.2543 0.8145 0.4157
C 1.4421 3.8317 -4.5508 -0.6223
O 0.3979 2.8818 -4.5007 -0.3999
H 2.2540 3.3942 -5.1284 0.2326
H 1.1261 4.7623 -5.0386 0.3083
H 1.8165 4.0640 -3.5473 0.2566
H -0.3161 3.2415 -3.9666 0.2283
C -1.5758 -4.6337 -3.6547 -0.5734
O -1.3257 -4.6853 -2.2557 -0.4470
H -1.3638 -5.6100 -4.0860 0.2592
H -2.6222 -4.3814 -3.8476 0.2660
H -0.9305 -3.8903 -4.1266 0.1816
H -1.5102 -3.8030 -1.9060 0.2381
C -2.2164 -7.3464 0.1632 -0.5184
O -1.0029 -6.6948 -0.1569 -0.4594
H -1.9725 -8.2322 0.7478 0.2298
H -2.8738 -6.7062 0.7615 0.2185
H -2.7530 -7.6608 -0.7387 0.2335
H -1.2241 -5.9098 -0.6783 0.3746
C -4.6856 5.1059 1.8794 -0.5273
O -5.9363 5.5147 1.3133 -0.5415
H -4.6399 4.0214 1.8426 0.2344
H -3.8478 5.5137 1.3139 0.2495
H -4.6086 5.4271 2.9221 0.2751
H -5.9677 6.4731 1.3454 0.2917
C -5.0980 -0.6717 1.7097 -0.5256
O -4.3296 -0.8280 2.8927 -0.5309
H -5.9643 -0.0627 1.9610 0.2410
H -4.5253 -0.1652 0.9283 0.2247
H -5.4486 -1.6369 1.3286 0.2596
H -3.5650 -1.3659 2.6619 0.3589
C -0.9068 5.8532 3.4215 -0.5360
O -1.3609 5.8292 2.0751 -0.4371
H -1.7867 5.8982 4.0587 0.1837
H -0.3425 4.9501 3.6669 0.2842
H -0.2846 6.7315 3.6192 0.2530
H -0.5925 5.7806 1.5009 0.2676
C 3.3486 -2.8059 2.7854 -0.1960
O 4.1373 -2.7222 3.9797 -0.5101
H 2.4435 -2.2266 2.9397 0.2043
H 3.8969 -2.3996 1.9363 -0.0374
H 3.0772 -3.8431 2.5774 0.2866
H 4.9325 -3.2395 3.8352 0.2628

---

One value per record, in order, for E_tot: -224854.79927, -41049.13291, -61525.02010, -36838.33396, -36837.34981, -93993.95857 eV.